(1)
{
  "formula": "C53H40N3O6RbS3",
  "method": "ωB97M-V/def2-TZVPD",
  "total_charge": -2,
  "e_above_lowest_kj_mol": 13.4,
  "e_homo_ev": -1.4700,
  "symbols": ["Rb", "O", "C", "C", "C", "C", "C", "C", "C", "O", "N", "N", "C", "C", "C", "C", "C", "C", "C", "O", "H", "H", "H", "H", "H", "H", "H", "H", "H", "H", "C", "C", "C", "C", "C", "C", "C", "S", "O", "C", "C", "C", "C", "C", "C", "C", "C", "C", "C", "C", "C", "C", "C", "C", "C", "C", "C", "C", "C", "S", "O", "C", "C", "C", "C", "C", "C", "C", "H", "H", "H", "H", "H", "H", "H", "H", "H", "H", "H", "H", "H", "H", "H", "H", "H", "H", "H", "H", "H", "H", "H", "H", "H", "H", "O", "N", "C", "C", "C", "C", "C", "S", "H", "H", "H", "H"],
  "coordinates": [[0.53266, 0.83301, 0.49490], [-3.23275, -0.78820, 4.91046], [-4.12370, -0.63596, 3.92976], [-5.48528, -0.64926, 4.25572], [-6.45114, -0.50264, 3.27439], [-6.07959, -0.33747, 1.94356], [-4.73165, -0.32325, 1.61746], [-3.73993, -0.47029, 2.57994], [-2.30546, -0.47510, 2.12320], [-2.06336, -0.38786, 0.89349], [-1.43819, -0.58927, 3.12754], [-0.11671, -0.68800, 2.73053], [0.74398, -0.58151, 3.66494], [2.20108, -0.66216, 3.55634], [2.88510, -0.56761, 4.77509], [4.25772, -0.66398, 4.90145], [5.00353, -0.87362, 3.73496], [4.37839, -0.96411, 2.51618], [2.95835, -0.84686, 2.33445], [2.46270, -0.90539, 1.16934], [-2.30656, -0.75748, 4.42667], [-5.75606, -0.77966, 5.29582], [-7.50032, -0.51606, 3.54841], [-6.83168, -0.21677, 1.17384], [-4.39812, -0.19259, 0.59548], [0.38060, -0.42806, 4.69178], [2.28803, -0.41909, 5.67122], [4.73289, -0.58453, 5.87124], [6.08509, -0.96269, 3.79077], [4.95381, -1.11537, 1.60879], [-4.47686, -6.20737, -1.18659], [-3.22974, -5.43733, -0.83745], [-2.00734, -6.09053, -0.69973], [-0.85520, -5.38582, -0.38725], [-0.92806, -4.01460, -0.22291], [-2.14238, -3.34398, -0.31182], [-3.28552, -4.06161, -0.62953], [0.47664, -3.01765, 0.28100], [1.18756, -3.80218, 1.32356], [1.53871, -3.16606, -1.21007], [2.90234, -3.31352, -0.86213], [3.86697, -3.33308, -1.81922], [3.52409, -3.20635, -3.18512], [4.50748, -3.24244, -4.20662], [4.16385, -3.13008, -5.52297], [2.80558, -2.96897, -5.87950], [1.84076, -2.92022, -4.91493], [2.16554, -3.03710, -3.53788], [1.16732, -2.99648, -2.51822], [-0.25718, -2.81796, -2.95312], [-0.95929, -3.96930, -3.44669], [-0.31273, -5.21907, -3.60491], [-0.97393, -6.29712, -4.12075], [-2.33483, -6.19548, -4.47686], [-2.99013, -5.00770, -4.32030], [-2.31766, -3.86668, -3.82070], [-2.97597, -2.61849, -3.68763], [-2.28851, -1.52790, -3.26848], [-0.91184, -1.61502, -2.94332], [-0.18349, -0.01545, -2.46447], [1.21702, -0.22893, -2.04134], [-0.11305, 0.64408, -4.13865], [1.00038, 0.37618, -4.91327], [1.08183, 0.90482, -6.19278], [0.06645, 1.71339, -6.69665], [0.16863, 2.31277, -8.07514], [-1.02813, 1.99716, -5.88428], [-1.11726, 1.47765, -4.60257], [-4.23296, -7.22028, -1.50760], [-5.02258, -5.71605, -1.99418], [-5.14883, -6.27415, -0.32887], [-1.95803, -7.16252, -0.85599], [0.09754, -5.88793, -0.27199], [-2.18214, -2.27447, -0.12338], [-4.23621, -3.54629, -0.70796], [3.13926, -3.38018, 0.19119], [4.91061, -3.42648, -1.54392], [5.54564, -3.35844, -3.91897], [4.92524, -3.15990, -6.29234], [2.53026, -2.87500, -6.92260], [0.80645, -2.77647, -5.20295], [0.72422, -5.31192, -3.31120], [-0.45586, -7.24063, -4.23965], [-2.85844, -7.05886, -4.86811], [-4.03766, -4.91656, -4.58379], [-4.03127, -2.54932, -3.92331], [-2.78489, -0.57115, -3.15770], [1.79886, -0.22692, -4.50037], [1.94942, 0.69046, -6.80633], [0.91266, 1.79051, -8.67586], [0.46197, 3.36320, -8.01987], [-0.78889, 2.26736, -8.59521], [-1.80850, 2.65329, -6.25195], [-1.93897, 1.74221, -3.95033], [0.24171, 2.88080, -1.61230], [1.37358, 3.51071, -1.43706], [2.31624, 3.38911, -2.40330], [3.53707, 3.99954, -2.33604], [3.82179, 4.77554, -1.21134], [2.87486, 4.89495, -0.22788], [1.60588, 4.26702, -0.29196], [0.43782, 4.40624, 0.93118], [2.00070, 2.75423, -3.21891], [4.25021, 3.85451, -3.13522], [4.78031, 5.26898, -1.10416], [3.06819, 5.47631, 0.66257]],
  "forces_ev_per_a": [[-0.1, 0.5, 0.2], [0.3, 0.0, -0.1], [0.0, 0.0, -0.1], [0.0, 0.0, -0.1], [0.1, 0.0, 0.0], [0.0, 0.0, 0.0], [0.0, 0.0, 0.1], [-0.1, 0.0, 0.0], [0.2, -0.1, 0.0], [0.0, 0.0, 0.0], [-0.2, -0.1, 0.1], [0.1, 0.0, -0.1], [-0.1, -0.1, 0.2], [0.1, 0.0, 0.0], [-0.1, 0.0, 0.0], [0.0, 0.0, 0.0], [-0.1, 0.0, 0.0], [0.1, 0.0, -0.1], [0.0, -0.1, 0.1], [0.0, -0.1, 0.1], [-0.2, 0.1, 0.0], [0.0, 0.0, 0.0], [0.0, 0.0, 0.0], [0.0, 0.0, 0.0], [0.0, 0.0, 0.0], [0.0, 0.0, 0.0], [0.0, 0.0, 0.0], [0.0, 0.0, 0.0], [0.0, 0.0, 0.0], [0.0, 0.0, 0.0], [0.1, 0.1, 0.0], [0.0, 0.0, 0.0], [0.0, 0.0, 0.0], [0.0, 0.0, 0.0], [-0.1, 0.2, 0.0], [0.0, -0.1, 0.0], [0.1, -0.1, 0.0], [0.2, 0.3, 0.1], [-0.1, -0.1, -0.2], [0.0, -0.1, 0.2], [-0.1, 0.0, 0.1], [0.0, 0.0, 0.0], [0.1, 0.0, 0.0], [0.0, 0.0, 0.0], [-0.1, 0.0, 0.0], [0.1, 0.0, 0.0], [-0.1, 0.0, 0.0], [0.1, 0.0, -0.1], [-0.2, 0.1, -0.1], [0.1, 0.1, 0.1], [0.0, 0.0, 0.0], [0.0, 0.0, 0.0], [-0.1, 0.0, 0.0], [0.0, 0.0, 0.0], [0.0, 0.0, 0.0], [0.0, 0.0, 0.0], [0.0, 0.0, 0.0], [0.1, 0.1, 0.0], [0.0, 0.0, 0.0], [-0.3, 0.0, -0.1], [0.1, -0.2, -0.2], [0.0, 0.0, 0.1], [0.1, 0.0, 0.0], [-0.1, 0.0, 0.0], [0.0, 0.0, 0.0], [0.0, 0.0, 0.1], [0.0, 0.0, 0.0], [0.0, 0.0, 0.0], [0.0, 0.0, 0.0], [0.0, 0.0, 0.0], [0.0, 0.0, 0.0], [0.0, 0.0, 0.0], [0.0, 0.0, 0.0], [0.0, 0.0, 0.1], [0.0, 0.0, 0.0], [0.0, 0.0, 0.0], [0.0, 0.0, 0.0], [0.0, 0.0, 0.0], [0.0, 0.0, 0.0], [0.0, 0.0, 0.0], [0.0, 0.0, 0.0], [0.0, 0.0, 0.0], [0.0, 0.0, 0.0], [0.0, 0.0, 0.0], [0.0, 0.0, 0.0], [0.0, 0.0, 0.0], [0.0, 0.0, 0.0], [0.0, 0.0, 0.0], [0.0, 0.0, 0.0], [0.0, 0.0, 0.0], [0.0, 0.0, 0.0], [0.0, 0.0, 0.0], [0.0, 0.0, 0.0], [0.0, 0.0, 0.0], [0.0, 0.0, 0.0], [0.0, 0.0, 0.0], [-0.2, -0.1, 0.0], [0.1, 0.0, 0.0], [0.0, 0.1, 0.1], [0.0, 0.0, 0.0], [-0.1, 0.0, -0.1], [0.0, 0.0, -0.1], [0.0, 0.0, 0.0], [0.0, 0.0, 0.0], [0.0, 0.0, 0.0], [0.0, 0.0, 0.0]],
  "lowdin_charge": [0.8856, 0.0061, -0.2979, -0.0432, -0.1288, -0.1276, -0.0435, -0.0682, -0.4918, -0.1523, 0.0039, -0.0721, -0.1253, -0.1411, -0.0971, -0.1575, -0.1464, -0.0469, -0.4239, -0.2344, 0.0703, 0.0998, 0.0838, 0.0795, 0.1054, 0.1114, 0.0920, 0.0695, 0.0805, 0.0934, -0.0588, -0.2806, -0.0504, -0.0637, -0.3549, -0.0552, -0.0317, 1.0263, -0.4746, -0.2417, -0.0423, -0.0088, -0.1526, -0.0422, -0.1000, -0.0921, -0.0366, -0.1144, -0.1454, -0.1196, -0.1057, -0.0150, -0.0791, -0.0907, -0.0475, -0.1610, -0.0231, -0.0611, -0.2615, 0.9657, -0.5368, -0.3527, -0.0594, -0.0340, -0.2789, -0.0619, -0.0409, -0.0620, 0.0678, 0.0678, 0.0769, 0.1066, 0.1193, 0.0906, 0.1199, 0.1047, 0.1126, 0.1058, 0.0908, 0.0951, 0.1194, 0.1238, 0.0991, 0.0955, 0.1081, 0.1153, 0.1132, 0.1095, 0.1089, 0.0686, 0.0794, 0.0724, 0.1107, 0.1175, -0.2748, -0.2601, -0.0475, -0.1031, -0.1202, -0.1286, -0.7714, 0.4854, 0.1192, 0.0874, 0.0895, 0.0862]
}

(2)
{
  "formula": "C53H41AsF6N5O6Sc",
  "method": "ωB97M-V/def2-TZVPD",
  "total_charge": -1,
  "multiplicity": 2,
  "e_above_lowest_kj_mol": 274.9,
  "e_homo_ev": [-5.8077, -5.8075],
  "symbols": ["Sc", "O", "C", "O", "C", "C", "C", "N", "C", "C", "C", "C", "C", "C", "C", "N", "C", "C", "C", "C", "C", "N", "H", "H", "H", "H", "H", "H", "H", "H", "H", "H", "O", "C", "C", "C", "C", "C", "C", "C", "C", "C", "O", "C", "C", "C", "C", "C", "C", "C", "C", "C", "C", "C", "C", "N", "C", "C", "C", "C", "C", "C", "C", "C", "C", "C", "C", "C", "H", "H", "H", "H", "H", "H", "H", "H", "H", "H", "H", "H", "H", "H", "H", "H", "H", "H", "H", "H", "H", "H", "H", "H", "H", "H", "H", "F", "As", "F", "F", "F", "F", "F", "O", "C", "C", "C", "C", "O", "N", "H", "H", "H", "H"],
  "coordinates": [[0.04111, 1.08947, -0.02411], [5.96669, -1.25727, 4.06169], [6.04248, -0.37549, 3.18467], [7.01734, 0.22533, 2.70030], [4.67059, 0.07068, 2.61701], [3.49285, -0.47266, 3.08827], [2.29198, -0.14833, 2.47156], [2.20039, 0.71308, 1.44826], [3.33460, 1.29237, 1.03982], [4.57586, 0.97090, 1.57483], [3.20409, 2.39878, 0.05379], [4.33112, 3.05361, -0.44062], [4.17677, 4.21051, -1.17358], [2.89883, 4.70952, -1.36150], [1.83605, 3.97332, -0.87915], [1.96684, 2.81391, -0.23138], [1.12244, -1.00515, 2.78525], [1.00134, -1.89327, 3.77405], [0.33624, -3.20830, 3.50039], [-0.96893, -3.88151, 1.84672], [-0.93998, -2.72854, 0.81251], [0.34103, -1.30890, 1.63375], [3.56248, -1.21369, 3.87204], [5.50263, 1.39521, 1.21904], [5.31849, 2.67032, -0.23959], [5.04330, 4.73054, -1.56193], [2.71938, 5.64516, -1.87307], [0.83028, 4.34555, -0.99010], [1.59502, -1.77744, 4.67107], [0.70033, -3.92966, 4.22893], [-1.44750, -4.79771, 1.51459], [-1.53238, -2.73413, -0.09758], [0.83144, -0.45640, -0.88731], [1.54653, -1.58868, -1.22399], [1.75605, -2.51841, -0.00359], [0.60784, -2.60540, 0.94670], [0.56003, -3.72423, 2.03649], [-1.22681, -3.39014, 3.31325], [-2.09073, -2.18292, 3.46063], [-1.95373, -1.18417, 2.59713], [-2.78720, 0.03164, 2.38087], [-3.07827, 0.23425, 0.86558], [-1.89116, 0.54025, 0.22330], [-4.11002, 1.37620, 0.78251], [-3.72787, 2.64730, 0.38594], [-4.65596, 3.68313, 0.34771], [-5.97512, 3.46298, 0.70781], [-6.36327, 2.19258, 1.11768], [-5.43821, 1.16174, 1.15459], [-3.72914, -1.00263, 0.21096], [-4.48210, -1.94313, 0.90810], [-5.05130, -3.03389, 0.25858], [-4.89693, -3.18647, -1.10874], [-4.18059, -2.23161, -1.82123], [-3.60025, -1.15589, -1.16810], [-0.98975, -1.48164, 1.58791], [2.92222, -1.13363, -1.74588], [2.92348, -0.12359, -2.70706], [4.11398, 0.40592, -3.17376], [5.32967, -0.06467, -2.68474], [5.33791, -1.07835, -1.74204], [4.13882, -1.61610, -1.27969], [0.83021, -2.35731, -2.34460], [-0.31227, -1.83504, -2.93045], [-0.92080, -2.49411, -3.99305], [-0.40767, -3.69041, -4.46716], [0.73940, -4.21844, -3.88553], [1.35773, -3.54883, -2.84240], [2.57353, -2.11817, 0.60605], [2.06226, -3.51582, -0.31812], [1.27245, -4.53298, 1.89851], [-1.58522, -4.19724, 3.94746], [-2.84901, -2.13185, 4.23297], [-2.26968, 0.92971, 2.71505], [-3.70007, -0.05632, 2.97075], [-2.69310, 2.83132, 0.13863], [-4.33234, 4.67291, 0.04763], [-6.69511, 4.27199, 0.68031], [-7.38962, 2.00353, 1.40824], [-5.76509, 0.17582, 1.46480], [-4.63762, -1.83566, 1.97256], [-5.62319, -3.75806, 0.82684], [-5.34082, -4.03172, -1.61984], [-4.07350, -2.33160, -2.89205], [-3.02439, -0.41985, -1.71476], [1.98604, 0.26180, -3.08818], [4.08241, 1.19171, -3.91976], [6.26341, 0.35679, -3.03716], [6.27499, -1.44820, -1.34417], [4.18816, -2.39743, -0.53227], [-0.69109, -0.88759, -2.57007], [-1.79251, -2.05754, -4.46296], [-0.88300, -4.19949, -5.29672], [1.16529, -5.14103, -4.26145], [2.28180, -3.94222, -2.43134], [-0.20132, 1.87449, 1.93604], [-0.26065, 3.15831, 3.23739], [1.43699, 2.95545, 3.41113], [-0.00227, 4.33222, 2.01116], [-0.33664, 4.33029, 4.47776], [-1.95922, 3.22110, 2.96131], [-0.51529, 1.84777, 4.33927], [0.36260, 1.38334, -4.50693], [-0.13428, 2.13586, -3.69837], [-0.85841, 3.43354, -4.08776], [-1.40941, 3.96169, -2.76767], [-0.83009, 2.97975, -1.77790], [-0.93745, 3.05538, -0.53552], [-0.15288, 1.97785, -2.32674], [-1.61981, 3.20389, -4.83204], [-0.13286, 4.09996, -4.55448], [-2.49782, 3.91191, -2.70230], [-1.11413, 4.97828, -2.50762]],
  "forces_ev_per_a": [[0.1, 0.4, -0.4], [0.0, 0.0, -0.1], [0.0, 0.2, 0.3], [0.0, -0.1, 0.0], [0.0, -0.1, -0.1], [0.0, 0.0, 0.0], [0.0, 0.0, 0.0], [-0.2, -0.2, 0.1], [-0.1, 0.0, 0.0], [0.0, 0.0, 0.0], [0.0, -0.1, 0.0], [0.0, 0.0, 0.0], [0.0, 0.0, 0.0], [0.0, 0.0, 0.0], [0.0, 0.0, 0.0], [-0.1, -0.1, 0.1], [0.0, 0.1, -0.1], [0.0, -0.1, 0.0], [0.0, 0.0, 0.0], [0.0, 0.0, 0.0], [-0.1, 0.0, 0.0], [0.1, -0.2, 0.0], [0.0, 0.0, 0.0], [0.0, 0.0, 0.0], [0.0, 0.0, 0.0], [0.0, 0.0, 0.0], [0.0, 0.0, 0.0], [0.0, 0.0, 0.0], [0.0, 0.0, 0.0], [0.0, 0.0, 0.0], [0.0, 0.0, 0.0], [0.0, 0.0, 0.0], [-0.2, -0.3, 0.3], [0.2, 0.2, -0.1], [0.0, 0.0, 0.0], [0.0, 0.1, 0.0], [0.0, 0.0, 0.1], [0.0, 0.0, 0.0], [-0.1, -0.1, 0.0], [-0.1, 0.0, -0.1], [0.1, -0.1, 0.0], [-0.1, 0.2, -0.1], [0.4, -0.1, -0.1], [-0.2, 0.0, 0.0], [0.0, 0.0, 0.1], [0.0, 0.0, 0.0], [0.0, 0.0, 0.0], [0.0, 0.0, 0.0], [0.0, 0.0, 0.0], [0.1, 0.1, 0.0], [0.1, -0.1, 0.0], [0.0, 0.0, 0.0], [0.0, 0.0, 0.0], [0.0, 0.0, 0.0], [0.1, 0.0, 0.0], [-0.2, 0.0, -0.1], [0.0, 0.0, 0.0], [0.0, 0.1, -0.1], [0.0, 0.0, 0.0], [0.0, 0.0, 0.0], [0.0, 0.0, 0.0], [0.0, 0.1, -0.1], [0.1, 0.0, 0.0], [0.0, 0.0, 0.0], [0.0, 0.0, 0.0], [0.0, 0.0, 0.0], [0.0, 0.0, 0.0], [0.0, 0.0, 0.0], [0.0, 0.0, 0.0], [0.0, 0.0, 0.0], [0.0, 0.0, 0.0], [0.0, 0.0, 0.0], [0.0, 0.0, 0.0], [0.0, 0.0, 0.0], [0.0, 0.0, 0.0], [-0.2, 0.0, 0.1], [0.0, 0.0, 0.0], [0.0, 0.0, 0.0], [0.0, 0.0, 0.0], [0.0, 0.0, 0.0], [0.0, 0.0, 0.1], [0.0, 0.0, 0.0], [0.0, 0.0, 0.0], [0.0, 0.0, -0.1], [0.0, 0.0, 0.0], [-0.1, 0.0, 0.0], [0.0, 0.0, 0.0], [0.0, 0.0, 0.0], [0.0, 0.0, 0.0], [0.0, 0.0, 0.0], [0.0, 0.0, 0.0], [0.0, 0.0, 0.0], [0.0, 0.0, 0.0], [0.0, 0.0, 0.0], [0.0, 0.0, 0.0], [0.0, 0.0, 0.1], [0.1, -0.1, -0.1], [0.2, 0.0, 0.0], [0.0, 0.1, -0.1], [0.0, 0.1, 0.2], [-0.2, 0.1, 0.0], [0.0, -0.1, 0.1], [0.1, 0.0, 0.1], [-0.1, -0.1, -0.1], [0.0, 0.0, 0.0], [-0.1, -0.1, 0.0], [-0.1, 0.0, 0.1], [0.3, 0.1, -0.2], [-0.1, -0.2, 0.1], [0.0, 0.0, 0.0], [0.0, 0.0, 0.0], [0.0, 0.0, 0.0], [0.0, 0.0, 0.0]],
  "lowdin_charge": [1.0747, -0.0468, -0.6878, -0.0394, -0.0754, 0.0615, -0.1899, 0.1344, -0.1742, 0.0647, -0.1770, 0.0011, -0.0501, -0.0432, -0.1068, 0.1175, -0.1015, 0.0696, -0.1332, -0.0763, -0.0043, 0.0916, 0.1174, 0.1112, 0.1097, 0.1092, 0.1042, 0.0986, 0.1281, 0.1415, 0.1455, 0.1598, -0.2504, -0.4319, -0.0140, -0.1940, -0.0611, -0.1470, 0.0474, -0.1554, -0.0221, -0.4363, -0.2347, -0.1223, -0.0059, -0.0682, -0.1038, -0.0913, -0.0338, -0.1485, -0.0551, -0.0851, -0.0980, -0.0745, -0.0167, 0.0995, -0.1300, -0.0072, -0.0711, -0.0987, -0.0785, -0.0359, -0.1303, -0.0126, -0.0743, -0.1003, -0.0887, -0.0324, 0.1250, 0.1259, 0.1522, 0.1374, 0.1278, 0.1003, 0.1307, 0.0796, 0.1025, 0.0933, 0.0947, 0.1020, 0.1059, 0.0980, 0.0963, 0.0957, 0.1179, 0.0979, 0.1041, 0.0963, 0.1046, 0.1060, 0.1000, 0.0996, 0.0948, 0.0967, 0.1129, -0.3101, 0.7412, -0.2172, -0.2173, -0.2213, -0.2145, -0.2368, 0.0561, -0.4754, -0.0777, -0.0688, -0.5398, -0.1028, 0.1376, 0.1158, 0.1171, 0.1239, 0.1207]
}